148
Properties=species:S:1:pos:R:3:forces:R:3 method="wB97M-V/def2-TZVPD" gap_ev=7.9 charge=-1 homo_energy_ev=-5.85
H 5.8000 46.5096 5.4530 0.281 -0.004 0.311
H 1.1403 45.4976 4.9292 0.040 -0.361 0.203
H -2.8436 49.4034 -2.1060 -0.266 0.647 0.137
C -3.5316 51.9189 -5.8960 0.403 -0.724 0.654
H -0.9358 47.4758 1.3743 0.189 0.555 0.334
H -2.6468 52.5549 -5.8669 -0.014 0.303 0.143
H -0.1428 44.6310 1.6702 0.035 0.266 -0.199
C 4.7585 46.5100 5.7743 0.091 -0.737 -0.891
H -1.6384 46.7513 -1.3006 0.212 0.092 1.077
H 4.7281 49.8120 -7.0874 -0.258 0.429 -0.322
C 4.8103 44.4437 4.5711 -1.577 -1.139 -0.709
O 1.5200 43.3595 1.6650 -1.268 0.236 0.183
O 1.0353 47.6920 -0.4941 -0.313 -0.281 0.435
H 3.2130 55.0424 -0.8428 0.089 -0.222 -0.191
H 1.3033 47.1224 2.2535 -0.417 1.015 0.254
H -5.9981 46.2658 -1.6250 0.227 -0.773 -0.352
H 2.3536 49.8615 -4.4743 -0.054 -0.063 -0.626
H -0.4357 52.3928 -4.9536 -0.197 0.332 -0.305
O 2.2354 49.6143 -1.0234 2.473 0.320 -0.800
H -0.9496 50.7265 -6.6219 0.070 0.126 -0.475
H -6.6560 44.4174 -4.5958 0.442 -0.111 -0.249
H 6.4920 54.0246 0.8832 -0.834 -0.492 -0.275
H -5.5574 45.1611 0.2486 -0.356 -0.062 -0.053
H -4.2422 47.6939 -1.5703 0.560 0.032 -0.172
H 2.9256 50.8384 -3.2605 0.219 0.556 0.083
C -3.1546 49.4259 -3.1504 -1.116 -0.342 -0.687
H -4.5544 45.3737 1.6945 -0.185 0.102 0.021
C 4.7035 49.7290 -6.0008 0.432 -0.207 -0.283
O -3.1122 45.6967 -0.1972 0.955 0.341 -0.352
H 5.1790 49.7780 2.2852 0.104 0.088 0.498
C -8.3123 40.8982 2.6743 -1.663 -0.327 0.975
C 2.2837 44.0347 0.6529 0.128 -0.025 0.470
N 4.2000 44.6509 2.1889 -0.319 0.385 -1.011
H 4.2090 52.8166 -2.1848 -0.136 0.214 -0.047
H -7.7165 40.7978 3.5815 0.383 0.017 -0.068
N -4.5482 48.8998 -3.2735 1.279 -0.770 1.486
H 5.6897 52.8434 -1.2404 0.344 -0.528 -0.372
H 4.2604 47.7582 2.9818 0.203 -0.525 0.367
C -0.2117 50.4994 -5.8524 -0.144 0.372 0.247
H 2.0925 52.9635 -0.6899 -0.367 0.415 -0.123
C 0.6849 46.4832 4.8324 -0.066 0.595 -1.683
C 4.1863 43.7136 3.2893 1.037 2.082 1.483
O 4.0497 45.5867 4.9303 0.707 0.334 -0.135
H -2.6536 47.8997 1.3249 -0.024 -0.444 -0.385
H 4.6588 46.1973 6.8137 0.111 0.218 0.153
O 0.0147 49.5222 -1.5754 -1.636 -0.248 -2.001
H -5.3589 44.4188 -3.3577 -0.141 -0.564 0.251
H -2.8752 43.8798 0.7864 0.271 -0.160 0.028
H -0.8171 49.9849 -5.1062 0.412 -0.140 0.261
C 3.8058 44.0881 0.8991 -0.827 -1.206 1.225
H -1.4764 49.5664 7.0679 -0.419 0.239 -0.811
C 3.3351 47.9767 2.4489 -1.035 -0.033 0.572
H -2.3921 48.7882 -3.5976 0.002 -0.382 -0.504
O 5.1559 55.3321 -0.2957 0.859 -1.116 1.452
H 5.5553 49.0795 -5.7990 0.253 0.346 0.539
H 3.1433 51.7680 -6.2486 -0.560 -0.251 -0.077
C 4.1841 50.1576 2.0524 -1.968 -0.648 -0.384
H -2.2838 45.4171 -2.0503 -0.220 -0.467 -0.339
O 0.7870 49.6170 -6.3131 0.381 0.029 -2.312
O 3.1024 49.3629 2.6073 0.915 0.593 0.104
C 3.8896 54.6648 -0.0763 0.930 -0.500 0.500
H -3.7804 51.4649 -3.3308 -0.427 0.026 -0.245
C -3.5731 44.4037 0.1333 -0.055 0.890 0.089
H -4.3958 52.4193 -5.4593 0.026 0.111 0.230
H -2.5190 48.1022 6.8734 -0.100 -0.019 0.071
H 3.1505 43.4167 3.4537 0.155 -0.144 0.155
H 2.4977 47.1209 4.9058 0.505 0.588 0.132
H 3.5440 47.8001 1.3937 -0.299 -0.505 -0.286
H -4.7925 48.8667 -4.2530 0.025 -0.372 -0.145
H -0.2982 43.3523 0.4668 0.298 -0.337 -0.094
O -6.2443 46.1864 -3.7704 -0.469 -0.009 1.061
H -5.7571 40.9267 2.2179 -0.513 0.694 0.948
H 4.5573 51.3888 -1.2688 0.355 -0.005 0.329
H -1.0332 48.2205 7.8818 0.028 -0.824 0.148
H 3.8221 49.1401 -5.7472 -0.167 0.306 0.239
H -7.1597 44.4134 -2.9964 0.132 0.403 0.806
N 1.1896 51.5962 -4.0941 1.994 0.349 -0.087
H -3.7627 51.7467 -6.9473 0.067 -0.475 0.091
H 4.2871 44.6583 0.1045 -0.214 -0.158 -0.116
H 4.4085 47.5267 5.5955 -0.393 -0.150 0.171
C 4.6646 52.4734 -1.2560 0.362 1.324 0.419
H -3.8254 46.9045 -3.1724 0.281 -0.302 0.353
C -1.5003 48.4850 6.9331 0.769 0.557 0.035
C -5.9196 46.8472 -2.5436 0.964 1.680 -0.558
H 4.0746 50.1416 0.9681 0.138 -0.157 -0.319
C -1.9649 45.7397 -1.0592 -1.096 -0.626 -1.018
H -2.0540 46.5350 2.3344 -0.251 -0.299 -0.140
H 3.9728 51.1902 2.3301 0.351 -0.147 0.408
H 0.0248 46.4413 3.9660 -0.543 -0.241 0.195
H 4.8430 42.8556 3.1453 -0.042 -0.525 -0.219
O -0.7146 48.0975 5.8132 -0.453 -0.286 1.503
N 1.7094 47.4748 4.3829 -0.172 -0.929 -0.008
H 4.1440 43.0522 0.9233 0.376 -0.398 -0.672
H -6.1368 43.6614 2.0840 -0.101 0.035 0.291
C 2.4812 50.9210 -4.2524 0.887 -0.461 -0.053
C -6.3492 44.7918 -3.6192 0.104 0.014 -1.226
H 0.9249 52.3107 -6.0753 0.269 0.107 0.214
H 5.0686 45.1358 2.0144 0.195 -0.089 0.716
O 0.6107 49.8459 0.6238 0.432 -1.959 -0.880
C 3.9599 53.1139 -0.0332 1.104 0.152 -1.423
C -6.4259 41.2626 1.4254 1.584 0.288 -3.010
C -4.5048 47.5524 -2.6187 -2.378 0.189 -0.644
H 2.0784 43.3944 -0.2050 0.230 0.786 -0.875
C -3.0789 50.7743 -3.7988 0.800 0.677 0.144
H 2.7301 51.6215 -0.2813 -0.355 -0.625 0.554
C -5.7387 42.3936 0.5844 -0.268 0.035 1.976
C 6.1065 55.0396 0.7875 -0.056 0.700 -0.778
N -5.3034 43.4329 1.5612 -0.360 0.033 -1.109
C 1.1581 49.8717 -7.6947 0.035 -0.745 0.190
C -0.1049 46.8445 6.0685 0.876 0.494 -1.144
H -1.1845 45.0300 -0.7845 0.240 0.455 0.492
H 4.7884 43.7334 5.3977 -0.070 -0.292 0.227
H -0.8163 46.0472 6.2838 -0.365 -0.065 0.013
H -9.2485 41.3635 2.9826 -0.002 0.316 -0.016
H 1.8159 49.0747 -8.0413 0.320 -0.019 0.531
H 0.6005 46.8835 6.8986 0.005 0.323 0.493
N 2.6624 52.5741 0.0474 -1.918 -0.202 0.150
H 3.7916 52.5850 -4.8659 -0.557 0.187 0.261
O -1.7827 48.4373 3.0753 0.492 -0.165 -0.329
C -1.8489 47.5402 1.9662 -0.509 0.287 0.223
C -4.8444 44.6720 0.9124 0.560 -0.755 0.467
H -6.3927 40.3910 0.7718 -0.579 -0.423 -0.281
C 0.4031 51.7781 -5.2802 -1.359 -0.707 0.415
H 3.4974 54.9664 0.8950 -0.178 0.206 0.159
H -6.4863 42.7726 -0.1125 -0.140 0.085 -0.253
C 0.0681 43.5810 1.4676 1.601 0.588 0.846
H 2.3382 46.0516 2.9726 0.820 -0.070 -0.053
H -2.6559 48.3965 3.4721 0.088 0.110 0.174
H 1.9978 45.0851 0.5970 -0.634 -0.001 -0.473
H 0.3648 49.8176 -8.4402 -0.914 -0.036 0.482
H 7.0466 55.5673 0.6269 -0.288 0.591 -0.501
H 1.6414 50.8194 -7.9323 0.225 0.283 0.721
H 5.7414 55.3834 1.7554 -0.379 -0.118 0.042
O 4.8082 51.0021 -5.3568 -1.198 -1.536 0.089
H 4.4648 52.7884 0.8763 0.416 0.250 0.075
H -3.7559 43.8025 -0.7573 0.041 -0.081 -0.288
C 3.4897 51.6024 -5.2285 0.852 0.510 0.458
H -2.0890 51.1699 -3.5719 0.295 0.246 -0.101
Cl 0.9746 49.1257 -0.6120 -1.009 2.089 2.948
H -0.4819 43.0414 2.2386 0.292 -0.401 -0.179
H 5.8728 44.6148 4.3985 0.118 0.656 -0.273
O -7.7452 41.6666 1.6798 0.987 0.197 0.456
O -3.2441 50.6763 -5.2224 -0.795 0.320 -0.191
H -6.6594 47.6327 -2.3893 -0.064 0.247 -0.170
C 2.1106 47.1175 2.9858 0.755 0.411 -0.141
H 0.7619 51.0982 -3.3265 -0.780 0.083 -0.063
H -4.8765 42.0519 0.0117 -0.064 -0.270 0.198
H -8.6385 39.9112 2.3462 0.410 -0.382 -0.282